1.
This record from OMol25 describes an isolated molecule of C4H5NS. The level of theory is ωB97M-V/def2-TZVPD.

Summary:
- SMILES: S=C1CC=CN1
- Net charge: 0
- Calculated total energy: -16552.2491 eV
- Kohn-Sham gap: 8.815 eV
- Energy above the lowest of the compared OMol25 structures with the same formula, charge and spin: 1.816 eV

```
11
Properties=species:S:1:pos:R:3:forces:R:3
S 2.761219 -0.115620 0.007250 4.07 0.24 -0.27
C 1.223905 -0.019066 0.019921 -5.98 -0.62 1.00
C 0.160570 1.108624 0.063111 1.24 -0.09 3.83
C -1.221031 0.411568 0.052734 0.61 1.49 0.33
C -0.941808 -0.893937 0.068017 -5.12 -0.68 -2.79
N 0.371567 -1.108932 0.173439 3.26 -4.62 -0.69
H 0.576838 1.838000 0.923274 -1.55 -1.60 -1.51
H 0.279128 1.666839 -0.773109 0.22 1.93 -2.79
H -2.165182 0.968318 -0.129672 0.90 -0.84 0.17
H -1.739393 -1.719274 -0.465778 2.55 2.10 2.31
H 0.694189 -2.136519 0.060809 -0.20 2.70 0.41
```
Positions in Å, forces in eV/Å.


2.
This record from OMol25 describes an isolated molecule of C4H5NS. The level of theory is ωB97M-V/def2-TZVPD.

Summary:
- SMILES: C[C@H](C#N)C=S
- Net charge: 0
- Calculated total energy: -16552.8614 eV
- Kohn-Sham gap: 8.690 eV
- Energy above the lowest of the compared OMol25 structures with the same formula, charge and spin: 1.204 eV

```
11
Properties=species:S:1:pos:R:3:forces:R:3
C 0.144440 1.310022 -0.346933 -1.05 -0.58 -0.91
C 0.087188 -0.093858 0.314797 3.30 0.82 0.70
C 1.211087 -1.006791 -0.224344 -0.19 1.15 0.76
N 2.120125 -1.636057 -0.547469 -0.53 0.15 -0.02
C -1.066664 -0.996989 0.324620 -0.96 -0.50 0.89
S -2.477518 -0.841776 -0.417254 0.26 -0.06 0.06
H -0.619511 1.960764 0.108366 0.15 -0.34 -0.27
H -0.060279 1.203242 -1.437316 0.01 0.25 0.76
H 1.103974 1.821705 -0.242564 0.02 -0.50 0.20
H 0.360743 0.086906 1.419852 -0.27 -0.52 -1.40
H -0.803582 -1.807170 1.048250 -0.72 0.13 -0.77
```
Positions in Å, forces in eV/Å.


3.
This record from OMol25 describes an isolated molecule of C4H5NS. The level of theory is ωB97M-V/def2-TZVPD.

Summary:
- SMILES: C=C(C#N)CS
- Net charge: 0
- Calculated total energy: -16553.0246 eV
- Kohn-Sham gap: 9.816 eV
- Energy above the lowest of the compared OMol25 structures with the same formula, charge and spin: 1.040 eV

```
11
Properties=species:S:1:pos:R:3:forces:R:3
C 1.242184 0.097631 1.147401 0.51 0.12 -0.66
C 0.335077 -0.236813 0.226510 0.58 1.10 0.65
C 0.747228 -1.000705 -0.908963 0.44 -0.32 -0.28
N 1.210315 -1.574276 -1.793167 -0.32 0.00 0.11
C -1.029483 0.382747 0.280490 -0.86 -1.44 -0.68
S -1.545116 0.992270 -1.356291 -0.14 -0.63 -0.36
H 0.887956 0.771890 1.935107 0.65 -0.35 -0.10
H 2.310765 -0.157904 0.975325 -0.96 0.08 0.70
H -1.723676 -0.395063 0.689312 0.14 0.99 -0.33
H -1.039477 1.302230 0.846818 0.08 -0.13 0.59
H -1.395774 -0.182008 -2.042541 -0.11 0.58 0.35
```
Positions in Å, forces in eV/Å.


4.
This record from OMol25 describes an isolated molecule of C4H5NS2. The level of theory is ωB97M-V/def2-TZVPD.

Summary:
- SMILES: S/N=C1\CC=CS1
- Net charge: 0
- Calculated total energy: -27386.7385 eV
- Kohn-Sham gap: 8.303 eV
- Energy above the lowest of the compared OMol25 structures with the same formula, charge and spin: 2.977 eV

```
12
Properties=species:S:1:pos:R:3:forces:R:3
S -2.519914 1.235163 -1.113702 -1.19 0.60 -1.15
N -1.630414 1.160252 0.230642 2.07 -0.53 1.71
C -0.513345 0.573845 0.327252 0.48 -2.04 -2.17
C 0.406251 -0.198882 -0.758167 -3.18 0.61 0.84
C 1.533138 -0.870363 -0.082656 1.20 -1.56 2.48
C 1.336558 -1.011233 1.332236 1.86 2.52 -3.15
S 0.133758 0.258451 1.842471 1.13 -1.16 2.70
H -3.420702 1.882043 -0.362384 -0.63 0.08 -0.88
H 0.378321 0.555093 -1.508573 1.70 0.78 -0.97
H -0.201054 -0.949352 -1.296207 -0.17 -0.13 0.48
H 2.379824 -1.341840 -0.743354 -1.75 0.75 1.74
H 2.117579 -1.293177 2.132443 -1.53 0.08 -1.63
```
Positions in Å, forces in eV/Å.


5.
This record from OMol25 describes an isolated molecule of C4H5NS3. The level of theory is ωB97M-V/def2-TZVPD.

Summary:
- SMILES: CSCSC(=S)C#N
- Net charge: 0
- Calculated total energy: -38223.2488 eV
- Kohn-Sham gap: 7.567 eV
- Energy above the lowest of the compared OMol25 structures with the same formula, charge and spin: 1.484 eV

```
13
Properties=species:S:1:pos:R:3:forces:R:3
C 2.108579 0.230482 0.979346 0.37 1.36 1.21
S 1.995944 -1.005677 -0.262160 -0.53 -0.12 -0.87
C 0.378483 -0.517155 -0.925630 0.19 -2.08 -1.69
S -1.086124 -1.517669 -0.287812 0.98 0.07 -0.34
C -2.435258 -0.445968 -0.098408 -0.19 -1.69 0.69
S -3.888550 -1.094602 0.302902 0.53 0.62 -0.24
C -2.157549 0.927285 -0.205968 -0.12 3.87 -1.46
N -2.007008 2.050554 -0.517595 -0.13 -2.65 1.05
H 1.451962 -0.045167 1.795755 -0.08 0.15 0.32
H 3.134312 0.314795 1.382416 -0.41 -0.35 -0.29
H 1.844026 1.257821 0.648208 0.09 -0.74 -0.12
H 0.484513 -0.648364 -2.046695 -0.52 -0.09 1.31
H 0.176669 0.493671 -0.764357 -0.16 1.65 0.43
```
Positions in Å, forces in eV/Å.


6.
This record from OMol25 describes a cluster of 2 separate species, C4H5O2P in total. The level of theory is ωB97M-V/def2-TZVPD.

Summary:
- Net charge: 0
- Calculated total energy: -17608.0879 eV
- Kohn-Sham gap: 9.033 eV
- Energy above the lowest of the compared OMol25 structures with the same formula, charge and spin: 3.902 eV

```
12
Properties=species:S:1:pos:R:3:forces:R:3
C -1.625039 -0.199479 0.108873 -0.34 -0.02 -0.01
C -2.982550 0.331116 0.089302 0.19 0.47 -0.03
C 1.234619 -0.739651 0.164116 -2.64 3.58 -0.45
C -0.511655 0.520237 0.087142 3.54 -3.39 0.32
O -3.969947 -0.361201 0.108033 -0.13 -0.06 0.00
O -0.208701 1.782399 0.046161 -0.23 0.41 -0.03
P 2.468431 0.319530 -0.040572 -0.22 -0.24 0.04
H -1.556051 -1.274255 0.146270 0.16 -0.07 0.02
H -3.044921 1.433014 0.059883 -0.19 0.09 -0.01
H 1.035319 -1.781615 0.239005 -0.17 -0.53 0.08
H 0.760938 1.915519 0.013357 -0.14 -0.07 0.00
H 3.590964 -0.530931 -0.074137 0.18 -0.17 0.06
```
Positions in Å, forces in eV/Å.


7.
This record from OMol25 describes the ion C4H5O2S with charge -1. The level of theory is ωB97M-V/def2-TZVPD.

Summary:
- SMILES: C/C=C/SC(=O)[O-]
- Net charge: -1
- Calculated total energy: -19160.0420 eV
- Kohn-Sham gap: 7.171 eV
- Energy above the lowest of the compared OMol25 structures with the same formula, charge and spin: 0.501 eV

```
12
Properties=species:S:1:pos:R:3:forces:R:3
C -0.145839 -0.827932 2.132227 -0.43 -3.32 0.32
C 0.488703 -0.368734 0.889946 0.39 1.14 -0.93
C 0.032149 0.571349 0.039835 0.25 -0.10 0.36
S 0.899257 1.131781 -1.398299 0.66 0.18 0.88
C -0.233170 0.843360 -3.165195 4.14 0.60 0.48
O -1.269591 0.484229 -2.876626 -6.81 -1.86 1.51
O 0.529361 0.997607 -4.044304 1.94 0.92 -2.31
H -0.286079 -0.112820 2.901010 -0.66 1.01 0.55
H -1.117802 -1.371607 1.810771 1.26 0.81 1.17
H 0.558669 -1.602286 2.654679 -1.38 1.03 -1.01
H 1.427282 -0.859725 0.729410 0.47 -0.04 -0.72
H -0.882940 1.114778 0.326544 0.15 -0.36 -0.29
```
Positions in Å, forces in eV/Å.


8.
This record from OMol25 describes a structure of composition C4H5O2Tl. The level of theory is ωB97M-V/def2-TZVPD.

Summary:
- Net charge: +2
- Calculated total energy: -12994.5687 eV
- Kohn-Sham gap: 8.268 eV
- Energy above the lowest of the compared OMol25 structures with the same formula, charge and spin: 0.000 eV

```
12
Properties=species:S:1:pos:R:3:forces:R:3
H 2.023953 -0.321301 0.024293 -1.68 0.71 -1.38
C 0.858990 -0.527675 -0.411305 4.94 -2.95 1.84
C 0.905580 -1.279617 0.716414 -2.89 1.60 0.02
O 0.555201 -1.392287 1.840871 0.99 -0.72 -0.71
Tl 0.858817 -2.410873 4.150660 0.10 -0.34 0.72
H 1.025572 -1.019175 -1.372873 -0.22 0.17 -0.05
O -2.189998 0.380241 -1.433760 -0.03 -0.50 0.49
C -1.144746 0.859654 -1.011870 0.24 3.68 1.20
C -0.355222 1.806383 -0.550819 -1.90 -0.73 -1.59
H -2.360633 -0.556095 -1.186955 0.08 -0.36 -0.61
H -0.474279 2.126327 0.491785 0.04 -0.16 -0.30
H 0.296764 2.334419 -1.256442 0.31 -0.42 0.36
```
Positions in Å, forces in eV/Å.


> The lowest Kohn-Sham gap belongs to which entry?

C4H5O2S